{
  "formula": "C2H6NS",
  "method": "ωB97M-V with the def2-TZVPD basis set",
  "homo_lumo_gap_ev": [10.62, 7.18],
  "multiplicity": 2,
  "s2": 0.753,
  "relative_energy_kcal_mol": 43.3,
  "e_tot_ha": -532.62097,
  "species": ["S", "H", "C", "C", "N", "H", "H", "H", "H", "H"],
  "xyz": [[-2.42045, 0.01262, 0.01449], [-3.03897, 1.06616, 0.71235], [0.87702, -0.46741, 0.60926], [2.33305, 0.63651, -0.75299], [2.31683, -0.37766, 0.07034], [0.80024, -1.29880, 1.28358], [0.33589, -0.76276, -0.31688], [0.41824, 0.49701, 0.77183], [3.32632, 0.94280, -1.12409], [1.40716, 0.98268, -1.18868]],
  "mulliken_charge": [-0.1589, 0.1653, -0.9180, -0.2807, -0.4139, 0.3446, 0.3434, 0.3775, 0.2581, 0.2825]
}